(a)
The following is a quantum chemistry calculation of a gas-phase ion, C10H16N3 (charge +1), from OMol25.

```
! wB97M-V def2-TZVPD RIJCOSX def2/J DEFGRID3
* xyz 1 1
C -3.63355 -0.08793 -0.19298
C -2.50944 -0.19166 -0.91673
N -1.53412 -0.61106 -0.09704
C -0.09794 -1.04982 -0.47483
N 0.87021 0.11140 -0.07043
C 1.64276 0.11086 1.26274
C 2.30005 1.46281 1.23998
C 1.66939 2.29898 0.08737
C 0.40411 1.52520 -0.11071
C 0.07177 -1.64704 -1.81702
C 0.19937 -2.49766 -0.52168
C -2.05114 -0.66055 1.11818
N -3.31507 -0.31189 1.13600
H -4.64751 0.16414 -0.51573
H -2.28861 -0.02746 -1.95883
H 1.63945 0.07547 -0.76117
H 2.29288 -0.68237 1.47947
H 0.86738 0.01886 2.09712
H 3.27584 1.21754 1.09810
H 2.14849 1.99107 2.10063
H 1.43586 3.29100 0.33136
H 2.16041 2.33445 -0.85774
H -0.15699 1.71785 0.74218
H -0.26557 1.68727 -0.95067
H 0.95518 -1.41908 -2.29169
H -0.85605 -1.72130 -2.36820
H -0.46721 -3.31415 -0.18745
H 1.23623 -2.93598 -0.45940
H -1.34618 -0.84894 1.85916
*
```

Values from the calculation:
SMILES = c1cn(C2([NH+]3CCCC3)CC2)cn1
HOMO energy = -12.328 eV

=====

(b)
The following is a quantum chemistry calculation of a gas-phase ion, C10H16N3 (charge +1), from OMol25.

```
! wB97M-V def2-TZVPD RIJCOSX def2/J DEFGRID3
* xyz 1 1
C -3.86614 0.85759 0.54330
C -2.65985 0.72657 0.66904
C -1.22628 0.44944 0.94139
C -0.78904 -0.13203 -0.41809
N -0.17181 0.43933 -1.38332
N 0.76903 1.23090 -0.73783
C 1.23105 2.56003 -1.03584
C 1.31589 0.60002 0.24593
N 1.80261 1.28262 1.28246
C 1.73173 -0.86955 0.15835
C 0.75609 -2.07480 0.39073
C -0.17163 -2.36294 -0.81196
C -1.39404 -1.45896 -0.84314
H -4.77834 1.43534 0.29158
H -0.77302 1.33916 1.25425
H -1.05909 -0.35057 1.75815
H 0.37351 3.24201 -0.61142
H 1.09093 2.72023 -2.10043
H 2.38098 2.67733 -0.78183
H 1.42994 2.17248 1.57297
H 1.96008 0.77678 2.10448
H 2.55831 -1.01937 0.85018
H 2.10769 -1.03329 -0.81538
H 0.15827 -1.72467 1.19772
H 1.45674 -2.78947 0.56384
H 0.36827 -2.18607 -1.71767
H -0.49509 -3.42208 -0.64223
H -1.88312 -1.44877 -1.83028
H -2.22366 -1.63725 -0.09497
*
```

Values from the calculation:
SMILES = C#CC/C1=N\N(C)C(=[NH2+])CCCC1
HOMO energy = -13.454 eV

=====

(c)
The following is a quantum chemistry calculation of a gas-phase ion, C10H16N3 (charge +1), from OMol25.

```
! wB97M-V def2-TZVPD RIJCOSX def2/J DEFGRID3
* xyz 1 1
H 2.03125 0.71996 0.38760
N 1.32044 0.62363 1.21517
C 0.19607 0.16749 0.99950
C -0.97300 0.15406 1.84096
C -2.12077 0.88709 1.15364
C -0.66387 0.82479 3.20647
N -0.14271 -0.22820 -0.45384
N -0.85247 -1.57938 -0.52260
C 0.88900 -0.24901 -1.42908
C 0.84442 0.40167 -2.61686
C 1.72678 0.19978 -3.63844
C 2.82505 -0.64885 -3.57551
C 3.00070 -1.26153 -2.29343
C 2.00726 -1.17107 -1.24682
H -1.25915 -0.87097 2.23657
H -1.71972 1.90560 1.01096
H -2.88572 0.98016 1.97686
H -2.59138 0.52925 0.17970
H -1.39004 0.69031 3.97104
H -0.32708 1.89795 3.26650
H 0.19383 0.13588 3.69875
H -1.83601 -1.47825 -0.65302
H -0.54891 -2.07108 -1.40727
H -0.54385 -2.14793 0.21352
H 0.12461 1.13779 -2.79761
H 1.66909 0.78184 -4.57081
H 3.48861 -0.74967 -4.34539
H 3.96044 -1.72575 -2.10745
H 2.12324 -1.72350 -0.28875
*
```

Values from the calculation:
SMILES = [H]/N=C(/C(C)C)N([NH3+])c1ccccc1
HOMO energy = -13.049 eV

=====

Stability check: which of them is most stable? (a).

=====

(a)
The following is a quantum chemistry calculation of a molecular structure, C41H36F3N6O4TeZr, from OMol25.

```
! wB97M-V def2-TZVPD RIJCOSX def2/J DEFGRID3
* xyz 1 1
Zr -0.23020 0.10514 0.34349
C 6.84686 1.65828 0.81005
C 5.41556 1.21649 0.95772
C 4.98385 0.56151 2.10122
C 3.66795 0.13665 2.28398
C 3.23716 -0.53663 3.54841
O 2.32040 -1.34247 3.57147
C 3.97616 -0.24804 4.80775
C 4.05314 -1.27946 5.74556
C 4.75881 -1.11156 6.92298
C 5.37977 0.10238 7.18460
C 5.26780 1.15052 6.28281
C 4.56795 0.98159 5.09886
C 2.73680 0.33370 1.23010
O 1.47738 -0.05148 1.32226
C 3.18820 0.99016 0.05557
C 4.49313 1.44138 -0.05200
C 2.14648 1.16949 -0.97126
N 1.41262 0.17944 -1.40609
C 1.94632 -1.20153 -1.32881
C 3.31199 -1.38853 -1.99276
Te 3.85528 -3.47931 -1.95561
C 4.76391 -3.37080 -0.03105
C 4.13153 -3.89860 1.08796
C 4.77516 -3.88659 2.31862
C 6.04631 -3.34512 2.43610
C 6.67656 -2.81233 1.31958
C 6.03911 -2.82791 0.08772
C 1.85097 2.52875 -1.44971
C 2.13918 3.65552 -0.67838
C 1.84638 4.92022 -1.15878
C 1.28872 5.07935 -2.41984
C 1.02093 3.96482 -3.20668
C 1.30281 2.69721 -2.72773
H 7.42067 1.42205 1.70454
H 6.90372 2.73442 0.64127
H 7.32456 1.16558 -0.03882
H 5.70644 0.35025 2.87599
H 3.55195 -2.21211 5.52349
H 4.81904 -1.92130 7.63798
H 5.93999 0.23561 8.10091
H 5.72307 2.10568 6.50892
H 4.45125 1.81816 4.42315
H 4.80307 1.93787 -0.96629
H 1.24995 -1.82273 -1.88214
H 1.99713 -1.58389 -0.30594
H 4.10510 -0.83812 -1.49756
H 3.26161 -1.07966 -3.03681
H 3.14907 -4.34541 0.99317
H 4.28848 -4.31741 3.18439
H 6.54845 -3.34744 3.39598
H 7.67732 -2.40560 1.40018
H 6.54644 -2.44268 -0.78863
H 2.57136 3.53574 0.30646
H 2.05309 5.78683 -0.54529
H 1.07690 6.07100 -2.79684
H 0.60876 4.08286 -4.20071
H 1.13864 1.82172 -3.34355
N -1.31324 1.49010 -1.36354
C -1.75490 0.73447 -2.50810
C -2.29231 1.33032 -3.61651
C -2.75086 0.56388 -4.70279
C -2.66985 -0.79810 -4.66435
C -2.11201 -1.44394 -3.53981
C -2.00879 -2.84848 -3.44782
C -1.46617 -3.40836 -2.32626
C -1.00404 -2.57109 -1.30325
N -1.06614 -1.25293 -1.35471
C -1.63391 -0.67230 -2.45448
H -0.74978 2.27809 -1.67081
H -2.12650 1.88188 -0.89320
H -2.38065 2.40974 -3.65626
H -3.18150 1.05919 -5.56207
H -3.03269 -1.39944 -5.48778
H -2.36367 -3.46287 -4.26561
H -1.37028 -4.47959 -2.22442
H -0.53488 -3.00310 -0.42563
F 0.42077 3.54186 3.71860
C -0.56483 3.38484 2.83045
F -1.72634 3.39810 3.47694
F -0.53306 4.42183 1.98238
C -0.40290 2.05596 2.05143
O -0.03064 2.15133 0.83781
O -0.66745 0.98345 2.59006
N -3.60409 0.07632 0.48400
C -2.45923 0.00121 0.62574
N 0.49590 -2.75037 1.58496
N -0.53494 -1.76002 1.80530
H 0.32733 -3.53793 2.20459
H 1.34380 -2.31130 1.94197
H -0.42889 -1.33546 2.72758
H -1.43428 -2.22436 1.78205
*
```

Values from the calculation:
HOMO energy = -10.385 eV

=====

(b)
The following is a quantum chemistry calculation of a molecular structure, C41H36F3N6O4TeZr, from OMol25.

```
! wB97M-V def2-TZVPD RIJCOSX def2/J DEFGRID3
* xyz 1 1
Zr -0.82414 -1.97206 -0.75489
C 2.96039 1.89235 4.15439
C 2.28112 1.23972 2.98180
C 1.91925 -0.08208 2.98800
C 1.25503 -0.67900 1.88745
C 0.97650 -2.08863 1.83821
O 0.61190 -2.65263 0.76451
C 1.11938 -2.96995 3.01350
C 1.67941 -4.23565 2.83544
C 1.76827 -5.10855 3.90393
C 1.26390 -4.73805 5.14492
C 0.67489 -3.49412 5.31671
C 0.60995 -2.60358 4.25665
C 0.98563 0.10729 0.74455
O 0.32413 -0.34600 -0.29339
C 1.43169 1.44188 0.70734
C 2.02799 1.99087 1.81780
C 1.25340 2.20163 -0.57279
N 2.19793 2.42124 -1.38954
C 3.53795 1.91198 -1.14822
C 4.45165 2.87314 -0.40033
Te 4.35626 4.94820 -0.95910
C 2.90284 5.36013 0.51854
C 3.29673 5.52281 1.84564
C 2.34546 5.70538 2.84139
C 0.99583 5.73359 2.51726
C 0.59911 5.59476 1.19364
C 1.54995 5.41326 0.19780
C -0.12219 2.64143 -0.94525
C -0.34480 3.22882 -2.19238
C -1.63212 3.53986 -2.59726
C -2.71519 3.26148 -1.76771
C -2.50006 2.69608 -0.51864
C -1.20466 2.39763 -0.10608
H 3.12936 1.18278 4.96274
H 2.35517 2.71267 4.54367
H 3.92492 2.31275 3.86400
H 2.17187 -0.69444 3.84280
H 2.05053 -4.52251 1.85968
H 2.22032 -6.08197 3.77055
H 1.32224 -5.42626 5.97751
H 0.26088 -3.21810 6.27689
H 0.12729 -1.64300 4.38473
H 2.31709 3.03679 1.79382
H 3.97030 1.71586 -2.13104
H 3.52010 0.96261 -0.59412
H 5.48598 2.55464 -0.52445
H 4.23951 2.87531 0.66815
H 4.34989 5.50949 2.09884
H 2.66135 5.83479 3.86886
H 0.25557 5.87865 3.29336
H -0.45118 5.62416 0.93289
H 1.23650 5.29684 -0.83184
H 0.50778 3.42666 -2.82897
H -1.79599 4.00764 -3.56049
H -3.72114 3.49709 -2.09060
H -3.32866 2.46701 0.13779
H -1.05716 1.95329 0.86935
N -1.33919 -0.18439 -2.22895
C -2.33363 -0.42616 -3.23777
C -2.53884 0.39390 -4.30901
C -3.57234 0.11428 -5.22748
C -4.39602 -0.95569 -5.03174
C -4.20317 -1.81501 -3.92407
C -5.03743 -2.92285 -3.65486
C -4.78895 -3.69082 -2.55769
C -3.68461 -3.38547 -1.74389
N -2.86251 -2.38205 -1.96928
C -3.14023 -1.56555 -3.03546
H -0.51968 0.30129 -2.58968
H -1.71263 0.46784 -1.52846
H -1.92350 1.27721 -4.43177
H -3.72186 0.77108 -6.07308
H -5.20926 -1.16175 -5.71547
H -5.86789 -3.13637 -4.31605
H -5.41106 -4.53467 -2.29798
H -3.49078 -3.99020 -0.87125
F -2.25284 -6.54586 0.08668
C -1.23179 -5.87005 0.63552
F -0.10089 -6.51906 0.36772
F -1.40711 -5.82527 1.94848
C -1.20694 -4.45592 0.02985
O -0.58177 -4.24811 -1.04394
O -1.83808 -3.53048 0.58199
N -3.12649 -0.17977 1.09773
C -2.36540 -0.78533 0.47342
N -0.03039 -2.64674 -3.31291
N 0.93701 -2.46415 -2.25642
H 0.21466 -3.43421 -3.90458
H -0.04187 -1.81271 -3.88873
H 1.73628 -1.89653 -2.52383
H 1.26330 -3.37641 -1.95504
*
```

Values from the calculation:
HOMO energy = -9.650 eV

=====

Stability check: which of them is most stable? (b).